one.
C7H13NOS2 as an isolated structure, computed with the ωB97M-V functional and the def2-TZVPD basis.

The value obtained for the HOMO-LUMO gap is 9.23 eV. The calculation puts the LUMO energy at 0.21 eV.

Structure (ORCA input):
```
! wB97M-V def2-TZVPD RIJCOSX def2/J DEFGRID3
* xyz 0 1
C 3.003 1.494 -1.497
C 1.921 2.237 -1.138
C -0.251 0.433 -1.029
C -1.244 -0.362 -0.320
C -0.610 -1.474 0.452
C -1.686 -2.254 1.101
C -2.722 -1.670 3.180
H 3.036 0.331 -0.562
H 2.633 1.194 -2.839
H 4.102 2.141 -1.556
H 1.472 2.627 -1.977
H 2.220 3.143 -0.520
H 0.510 -0.196 -1.649
H -0.862 1.015 -1.850
H -1.882 -0.753 -1.170
H -1.899 0.277 0.528
H -0.089 -1.036 1.253
H 0.100 -2.026 -0.216
H -1.203 -3.070 1.661
H -2.345 -2.847 0.430
N -2.593 -1.523 2.046
O 0.123 2.757 0.559
S 0.801 1.467 0.127
S -2.536 -1.904 4.987
*
```

two.
A 2-piece molecular cluster, C7H13NOS2 overall, computed with the ωB97M-V functional and the def2-TZVPD basis.

The value obtained for the HOMO-LUMO gap is 8.16 eV. The calculation puts the LUMO energy at 0.06 eV. As for the SMILES: C=CC(=S)N(C)O.C=CSC.

Structure (ORCA input):
```
! wB97M-V def2-TZVPD RIJCOSX def2/J DEFGRID3
* xyz 0 1
C 2.288 -0.236 1.597
C 0.899 1.559 0.065
C 0.140 2.566 -0.359
C -1.578 0.894 -1.849
C -0.681 -1.129 -0.728
C -0.293 -1.703 0.584
C -0.043 -3.000 0.753
H 1.761 -1.062 1.113
H 3.203 -0.004 1.044
H 2.563 -0.546 2.608
H 1.365 0.877 -0.640
H -0.337 3.259 0.327
H -0.022 2.722 -1.419
H -2.478 0.496 -2.332
H -1.748 1.915 -1.502
H -0.763 0.869 -2.577
H -2.294 0.468 0.826
H -0.218 -1.010 1.415
H -0.120 -3.698 -0.075
H 0.250 -3.386 1.725
N -1.218 0.105 -0.687
O -1.411 0.740 0.531
S 1.228 1.218 1.762
S -0.490 -1.915 -2.182
*
```

It is one that is the least stable of them.